(1)
Below is 2 unconnected molecules or ions with the total composition H4N3O3P, with properties calculated with ωB97M-V/def2-TZVPD.

Properties
net charge = -2
LUMO (alpha / beta) = 7.16 / 7.16 eV
relative energy (zero: lowest compared OMol25 entry of this formula, charge and spin) = 2.759 eV
energy = -19963.985 eV

Element x y z (Å)
N: -0.335 -1.811 -1.161
N: -1.652 0.119 -0.605
H: -1.194 1.069 -0.453
P: 1.412 1.189 1.122
H: 0.317 -1.287 -1.732
O: 1.698 1.728 -0.298
N: -0.749 -1.028 -0.026
H: -2.439 0.129 0.084
O: 0.356 1.931 1.970
H: -0.015 -2.654 -0.790
O: 2.602 0.617 1.890

---

(2)
Below is 2 unconnected molecules or ions with the total composition C9H8ClNO, with properties calculated with ωB97M-V/def2-TZVPD.

Properties
net charge = 0
LUMO = -0.50 eV
relative energy (zero: lowest compared OMol25 entry of this formula, charge and spin) = 3.258 eV
energy = -25518.753 eV
structure (SMILES) = N#C/C(Cl)=C1/C=CC=CC1.C=O

Element x y z (Å)
C: -1.836 -0.060 0.963
N: 2.846 1.659 1.611
Cl: 3.127 -1.261 -0.439
C: -0.406 0.282 0.968
H: -3.425 -1.412 0.244
H: 0.860 2.955 -0.778
C: -1.339 -1.949 -0.463
H: -0.479 1.983 -1.754
C: 0.576 -0.523 0.182
C: 1.891 -0.259 0.230
C: 0.673 2.123 -1.386
C: -2.303 -1.108 0.286
H: -1.538 -2.814 -1.139
H: -0.232 0.452 2.108
C: -0.036 -1.663 -0.548
C: 2.460 0.782 0.944
H: 0.474 -2.339 -1.167
H: -0.138 1.389 0.548
H: -2.606 0.502 1.341
O: 1.432 1.261 -1.752

---

(3)
Below is a molecular structure, C37H52F3INbO3, with properties calculated with ωB97M-V/def2-TZVPD.

Properties
net charge = -1
LUMO = 1.82 eV
energy = -63153.940 eV

Element x y z (Å)
H: -2.928 0.671 -0.412
C: 0.203 8.394 -0.567
C: -1.813 -6.745 -3.954
H: -4.745 -7.212 -5.610
C: -1.402 0.938 1.116
I: 0.741 3.384 2.498
C: -0.393 0.035 1.866
C: -4.090 -5.550 -9.031
H: -1.863 1.672 1.783
C: 2.743 2.469 5.469
C: -4.827 -7.442 -7.743
H: 0.135 7.857 -2.588
H: -0.645 0.039 2.937
C: 1.383 -1.939 -0.850
H: 1.155 0.477 4.533
C: -2.738 -0.813 6.504
H: 1.645 -1.984 1.860
H: -3.425 -3.850 -7.904
H: 0.682 -4.467 -3.720
F: 0.416 -2.562 -0.193
C: 4.678 3.554 -0.068
H: 5.407 3.868 0.682
H: -0.364 -6.007 -5.355
H: -2.234 -0.841 0.158
H: -1.827 1.625 4.336
H: -3.601 0.575 2.391
C: 1.666 8.752 -0.522
H: -0.457 -1.008 1.541
C: -1.970 1.136 7.683
C: -1.738 1.778 6.474
C: 2.390 -1.296 1.444
H: 4.603 0.847 1.873
C: 2.645 -1.761 0.002
H: -4.672 0.458 0.994
H: -3.835 -4.919 -5.714
O: 2.510 7.867 -1.109
C: 3.294 5.559 -1.015
H: -3.142 -7.284 -2.357
H: -0.377 8.698 0.297
H: 3.670 1.746 -0.682
H: -1.756 1.645 8.615
C: 2.132 0.484 4.032
C: -3.789 0.024 1.466
H: 3.692 7.102 0.467
H: 2.474 5.386 -1.718
H: 3.302 -1.453 2.030
C: -2.007 1.124 5.279
C: 2.892 6.803 -0.218
C: -4.591 -6.843 -8.973
O: 3.620 -0.983 -0.660
C: -1.720 -5.797 -1.744
C: 3.088 1.438 4.659
C: -0.340 7.763 -1.617
H: 5.095 3.677 -1.077
H: -3.968 -1.019 1.738
H: 2.530 3.696 -0.231
H: -2.705 -0.684 4.360
O: 2.056 9.758 -0.005
C: -2.503 -0.173 5.294
H: -1.346 2.786 6.460
H: 3.348 3.371 5.429
H: 4.223 5.722 -1.563
C: -0.157 -5.085 -3.426
H: -1.208 7.121 -1.516
C: -2.474 -0.158 7.699
H: 2.020 6.537 0.395
H: -0.178 -4.336 -1.428
H: -4.799 -7.385 -9.887
C: -0.742 -5.951 -4.342
H: -0.930 1.516 0.316
C: 3.365 4.369 -0.028
H: 4.030 2.510 2.176
H: -2.659 -0.656 8.643
H: 3.065 -2.775 0.057
H: 3.275 -0.665 -1.497
H: -2.103 -5.734 -0.734
C: -3.818 -4.857 -7.859
H: 3.214 4.724 0.996
C: -4.050 -5.457 -6.628
H: -5.219 -8.450 -7.697
H: 1.891 2.393 6.137
H: 2.560 -0.530 4.130
H: -2.268 -7.424 -4.665
C: -4.559 -6.747 -6.570
C: 3.908 1.626 1.535
H: -3.126 -1.824 6.515
F: 1.726 -2.756 -1.889
H: 4.152 1.295 4.472
C: 4.373 2.054 0.094
C: -2.586 0.140 0.483
Nb: 1.766 0.850 1.769
H: 1.561 1.213 0.001
F: 0.922 -0.850 -1.412
C: -0.643 -5.010 -2.129
C: -2.304 -6.667 -2.657
H: -3.911 -5.081 -9.991
H: 5.298 1.503 -0.129

---

(4)
Below is a molecular structure, C57H54BaF2N5OPS, with properties calculated with ωB97M-V/def2-TZVPD.

Properties
net charge = 0
LUMO = 0.13 eV
relative energy (zero: lowest compared OMol25 entry of this formula, charge and spin) = 1.603 eV
energy = -95734.898 eV

Element x y z (Å)
C: 2.169 -3.968 -1.459
H: -4.620 -3.123 3.836
C: 4.486 4.654 -1.823
C: 0.984 0.569 5.605
C: -5.444 1.309 -0.723
H: 2.977 -0.015 1.855
H: -3.692 2.376 -3.425
H: -0.946 5.561 -1.238
H: -2.689 2.680 0.707
H: 4.444 -1.418 -1.134
C: -3.219 -0.943 -1.393
F: -2.577 0.532 -6.085
H: 2.237 -1.921 3.523
C: 1.546 3.529 1.751
C: -1.878 -2.185 2.072
C: 1.321 -2.053 -3.165
Ba: 0.254 0.614 -0.807
H: 4.477 5.162 2.049
S: -1.457 3.261 -1.795
H: -7.449 1.254 0.007
F: 1.715 2.400 -6.198
C: 0.720 0.274 4.279
C: -1.410 0.803 -5.426
H: -3.260 -0.785 -0.326
C: -3.292 -3.663 0.783
C: -0.336 -1.769 4.941
H: -0.791 -2.714 4.682
C: 4.978 3.412 -1.466
H: -2.230 4.907 -0.210
H: -4.818 1.589 1.309
C: -0.111 -1.453 6.269
C: 2.858 -2.142 0.121
H: 4.666 0.484 -1.861
H: 6.042 3.240 -1.398
C: -0.107 0.938 -3.382
C: -4.575 1.753 0.271
H: 4.691 0.477 1.786
H: -2.596 5.407 -1.885
H: -4.533 -2.776 -3.888
C: 2.505 -5.168 2.665
H: -5.023 -4.433 1.789
H: -0.449 -2.126 7.046
C: -1.856 4.971 -1.224
H: 2.681 5.775 -2.176
H: 4.854 -1.440 0.585
H: 3.172 -6.013 2.768
C: -1.252 0.489 -4.073
H: -4.806 -2.387 -1.423
H: 2.019 5.611 2.027
H: -7.077 0.004 -1.185
C: 2.236 -2.611 -1.151
H: -2.664 -1.646 3.993
C: 1.660 -4.356 -2.684
C: 4.081 2.374 -1.214
C: -4.165 -3.779 1.852
C: 4.588 0.994 -0.894
C: 3.269 2.048 1.542
H: 3.168 -3.003 0.709
H: -2.903 -1.430 -5.122
C: 1.239 -3.373 -3.568
H: -6.467 -0.136 0.465
H: 1.030 -6.266 1.568
C: 4.204 3.060 1.744
H: 0.731 -0.042 7.647
H: 1.067 0.937 3.497
O: -0.587 2.764 -0.708
H: 5.605 1.064 -0.467
H: -0.487 -4.388 1.348
C: -0.440 1.447 -6.165
C: -1.432 0.445 2.181
C: 0.044 -0.890 3.931
C: 1.305 -5.306 1.990
C: 1.955 -2.871 3.082
H: 1.233 3.789 -1.760
C: -2.809 -2.242 3.105
C: -2.154 -2.884 0.899
C: -5.130 1.561 -2.052
H: 3.754 -3.822 3.761
H: 1.527 1.469 5.860
H: 0.855 -3.626 -4.544
H: -1.460 -2.801 0.068
N: 1.966 2.291 1.563
H: 1.754 1.971 -3.661
N: -2.320 -0.230 -2.046
C: 3.765 4.362 1.910
C: 0.712 1.812 -5.492
C: 3.693 0.623 1.335
C: 0.445 -4.227 1.869
H: -2.087 0.389 1.310
H: -5.794 1.228 -2.836
C: -3.392 2.383 -0.060
C: 4.051 -1.211 -0.136
N: 3.700 0.202 -0.064
C: -3.925 -3.054 3.008
C: -3.081 2.598 -1.390
C: -3.954 2.211 -2.390
H: 1.611 -5.399 -2.955
N: 2.774 2.534 -1.344
C: 2.824 -3.939 3.217
H: 5.260 2.839 1.779
C: -4.075 -1.845 -1.999
C: 2.402 4.610 1.902
H: -0.776 1.307 2.075
N: 1.790 -1.677 -1.986
H: -0.577 1.647 -7.215
H: 1.002 -1.252 -3.816
C: 0.548 -0.283 6.607
P: -0.316 -1.213 2.152
H: 2.510 -4.698 -0.740
C: 2.305 3.724 -1.672
H: 5.158 5.471 -2.041
C: -3.935 -2.044 -3.363
C: -6.682 0.562 -0.341
C: 0.851 1.616 -4.135
H: 2.104 -1.592 0.685
H: 0.474 3.664 1.791
C: -2.232 -0.351 -3.373
H: -2.050 0.588 3.072
C: -3.018 -1.285 -4.060
C: 3.113 4.823 -1.911
C: 0.732 -2.978 2.413
H: -3.491 -4.193 -0.138

---

(5)
Below is a molecular structure, C27H20N4O2PtS2Sb, with properties calculated with ωB97M-V/def2-TZVPD.

Properties
net charge = -1
LUMO (alpha / beta) = 0.72 / 0.72 eV
relative energy (zero: lowest compared OMol25 entry of this formula, charge and spin) = 3.969 eV
energy = -69833.944 eV

Element x y z (Å)
O: -2.451 0.400 -1.896
H: 4.793 -0.466 1.575
O: 1.077 2.782 -0.405
H: -0.345 4.919 -1.034
H: 3.912 3.415 -5.422
H: 4.685 -0.801 -2.669
Sb: 2.536 0.116 -0.563
H: 4.385 4.227 -3.140
C: 2.673 0.827 -3.636
H: -2.665 4.732 -1.921
C: 3.908 3.268 -3.281
C: 2.397 -2.846 -1.656
C: 5.230 -0.882 -1.738
H: 2.799 1.236 -5.733
H: 8.288 -1.697 -0.560
C: 1.804 -2.616 1.375
H: 3.346 -2.974 -1.157
C: 0.565 -1.448 -2.315
N: 2.912 -2.290 1.422
Pt: -0.329 -0.234 -0.119
C: -2.056 3.863 -1.697
C: -3.985 2.502 -2.408
S: 0.021 -0.423 2.271
N: -0.215 -5.200 0.323
C: -1.944 1.482 -1.632
C: 6.616 -1.095 0.642
N: -2.629 2.658 -1.942
C: 4.596 -0.579 -0.547
C: 6.555 -1.281 -1.748
H: 3.749 2.858 -1.183
H: -1.004 -2.406 -3.400
H: 2.190 -0.129 -3.791
C: 1.797 -1.597 -1.674
H: 0.135 -0.453 -2.456
C: 0.543 -3.787 -2.856
S: -2.075 -1.880 0.707
C: 2.938 1.273 -2.351
C: 3.558 2.501 -2.185
C: 0.081 -4.151 0.698
C: -0.063 2.762 -0.860
C: 1.779 -3.932 -2.253
N: -0.722 1.584 -1.076
H: 7.157 -1.190 1.576
C: 3.020 1.593 -4.736
C: 0.459 -2.898 1.174
C: 3.641 2.816 -4.563
H: -4.002 1.753 -3.202
H: 0.047 -4.642 -3.288
H: -4.624 2.136 -1.598
H: 2.257 -4.899 -2.234
C: 7.252 -1.384 -0.554
C: 5.294 -0.685 0.643
C: -0.444 -1.819 1.298
C: -0.056 -2.541 -2.905
H: -4.363 3.452 -2.782
H: 7.045 -1.514 -2.686
C: -0.806 3.964 -1.211

---

(6)
Below is 2 unconnected molecules or ions with the total composition C2H2N2O4, with properties calculated with ωB97M-V/def2-TZVPD.

Properties
net charge = 0
LUMO = -1.11 eV
relative energy (zero: lowest compared OMol25 entry of this formula, charge and spin) = 6.843 eV
energy = -13268.333 eV
structure (SMILES) = O=[N+]([O-])C#[N+][O-].C=O

Element x y z (Å)
N: -3.623 -0.487 0.144
N: -3.168 1.840 -0.116
O: -3.166 -1.148 1.031
O: -0.802 -0.900 -0.665
O: -3.993 -0.873 -0.917
H: 0.029 -2.162 0.611
H: 1.096 -1.098 -0.362
O: -2.868 2.944 -0.389
C: -3.735 0.917 0.307
C: 0.066 -1.418 -0.086

---

(7)
Below is a molecular structure, C44H59BCsF5N10O7S3, with properties calculated with ωB97M-V/def2-TZVPD.

Properties
net charge = -2
LUMO = 3.45 eV
relative energy (zero: lowest compared OMol25 entry of this formula, charge and spin) = 0.000 eV
energy = -123144.408 eV

Element x y z (Å)
H: 0.629 -6.134 1.835
F: -1.060 0.457 4.998
H: 6.173 0.988 3.206
C: -3.004 -5.738 3.044
H: -3.061 -7.869 3.159
H: 5.661 0.290 1.660
C: -4.941 0.017 2.465
S: 0.660 2.882 4.301
C: 3.593 2.773 -0.777
N: 1.492 -2.666 0.577
H: -0.388 2.398 -1.540
C: -1.140 -7.163 2.500
H: 0.631 -1.476 3.561
H: 4.637 -3.046 -1.817
H: 1.347 -2.157 -1.912
C: -2.240 -4.611 2.739
C: 4.966 -2.560 -0.897
N: -0.906 1.942 -3.412
C: 0.239 3.645 -4.742
C: 5.248 1.347 -1.714
H: 3.295 3.556 -0.088
H: 4.469 0.026 -3.229
H: 0.126 -2.059 -2.799
H: 6.775 5.666 3.273
N: 2.638 2.282 -1.562
C: -0.852 2.636 -4.537
H: -5.032 0.071 3.552
C: 4.258 0.817 -2.523
C: -3.919 -1.698 -3.223
H: 5.130 5.049 3.084
H: -3.461 0.723 -4.951
H: -0.985 5.108 -5.775
H: -5.874 -0.386 2.061
C: 6.100 5.140 2.594
C: -2.474 -3.341 -3.019
C: -1.914 2.275 -5.390
S: 3.671 -1.464 -0.283
C: 5.327 0.862 2.527
F: -5.178 2.668 5.443
H: -3.457 -5.962 -3.202
H: 5.849 -1.954 -1.107
C: -4.659 1.396 1.868
N: -1.852 -2.223 -2.666
O: 6.924 3.523 -0.481
H: 1.486 1.689 2.414
C: -2.456 -7.001 2.924
H: -6.270 2.200 -0.597
C: -1.885 3.940 4.551
C: 1.127 3.280 -5.931
C: 5.950 3.001 0.053
H: -1.913 -6.688 -3.641
C: -4.461 1.306 0.378
F: -3.979 5.033 4.769
C: -3.800 -3.064 -3.392
C: -3.856 2.710 5.156
C: -3.242 3.903 4.822
H: -4.773 -1.052 -3.345
B: -2.323 0.207 -2.316
F: -3.658 0.390 5.528
C: -3.086 1.564 5.201
C: 2.736 -2.797 0.389
C: -1.529 -5.036 -1.451
O: -2.825 -3.402 2.848
N: -2.743 -1.215 -2.796
C: -5.311 1.716 -0.666
O: -0.095 2.709 -0.666
H: 0.846 3.619 -3.831
H: 5.735 -3.119 1.039
H: 4.432 2.772 2.967
H: 4.557 0.279 3.030
C: -1.751 -4.657 -2.917
N: -1.976 1.129 -3.505
H: 2.149 0.880 -2.983
C: -2.596 1.307 -4.682
H: -5.858 2.481 3.310
H: -2.085 -2.753 2.709
C: -4.619 1.389 -1.814
H: 3.860 2.046 1.501
Cs: -0.711 -0.369 0.658
H: -4.868 1.549 -2.850
N: -3.350 0.770 -0.110
C: -1.056 2.812 4.595
H: -6.729 2.033 1.845
H: -1.363 0.046 -1.627
C: -0.335 5.053 -4.898
H: 5.847 -4.409 -0.178
C: 4.754 2.199 2.095
H: 0.556 3.312 -6.863
H: 0.462 5.789 -5.022
H: -0.925 -4.290 -0.939
N: 0.889 -3.803 1.108
H: -0.710 -8.151 2.405
O: 1.861 0.908 1.972
H: -0.767 -4.516 -3.376
H: -5.571 3.369 1.809
O: -0.504 -2.402 2.339
F: -1.372 5.150 4.252
H: 6.860 3.184 3.120
C: -0.117 -3.550 1.898
C: 2.962 1.305 -2.405
C: -0.915 -4.758 2.298
C: 4.909 2.335 -0.802
H: -1.008 -5.993 -1.366
C: 6.665 3.777 2.223
S: 3.641 -4.281 0.724
N: -3.452 0.826 -1.458
N: 5.738 3.024 1.387
O: 1.102 -2.100 -2.842
H: 0.782 -0.228 4.466
C: -0.388 -6.041 2.191
O: 1.285 -0.924 4.027
C: -1.732 1.630 4.920
C: -2.488 -5.761 -3.666
H: -3.721 1.765 2.298
H: -2.143 2.650 -6.374
H: -4.563 -3.751 -3.713
H: 5.972 5.749 1.698
H: -4.150 -0.693 2.226
H: -2.485 -5.120 -0.927
C: -5.766 2.381 2.228
H: -2.664 -5.493 -4.710
H: -4.025 -5.591 3.369
H: 7.601 3.885 1.679
H: 1.961 3.980 -6.024
C: 5.231 -3.588 0.193
H: 6.275 1.009 -1.785
H: -0.925 5.329 -4.024
H: 1.532 2.274 -5.823
H: 1.822 0.237 2.680
H: 0.865 2.682 -0.775

---

(8)
Below is a molecular structure, C23H15BrF10MnN3, with properties calculated with ωB97M-V/def2-TZVPD.

Properties
2S+1 = 4
net charge = +1
LUMO (alpha / beta) = -5.69 / -4.24 eV
energy = -157091.937 eV

Element x y z (Å)
H: -0.841 1.735 2.718
F: 2.198 -0.673 -0.844
H: -1.091 4.033 3.449
F: 0.556 2.220 -4.193
C: -1.301 -1.618 -0.883
N: 0.266 0.848 -1.641
C: 2.396 -0.047 2.377
C: 3.562 -0.988 4.234
C: -0.317 4.870 1.638
C: -1.059 1.092 -2.189
H: -2.361 1.527 -0.516
F: 2.388 -2.447 5.658
F: 2.338 0.751 1.240
C: 0.323 3.295 -0.049
C: 1.556 1.503 -3.663
H: 0.497 5.414 -0.273
C: -0.553 2.521 2.033
C: 3.562 -0.163 3.104
C: 1.191 -0.722 2.679
C: -1.154 -1.082 2.106
N: 0.162 -0.522 1.829
H: -3.011 -1.103 0.956
F: 4.700 -0.631 -2.044
C: 3.874 0.799 -3.751
C: 0.199 4.605 0.376
F: 4.653 0.494 2.736
H: -1.215 2.151 -2.426
C: 2.792 1.495 -4.294
H: -0.777 -2.335 -0.248
H: -2.293 -2.019 -1.111
H: -0.755 -1.520 -1.822
C: -0.693 3.825 2.469
H: -1.486 -0.828 3.119
C: -2.124 -0.476 1.080
C: 2.393 -1.669 4.585
F: 0.149 -2.229 4.209
N: -1.412 -0.315 -0.209
H: -2.434 0.515 1.418
C: 2.461 0.077 -1.976
C: -2.075 0.657 -1.109
Br: -0.514 6.664 2.225
C: 1.356 0.821 -2.443
F: 5.058 0.847 -4.343
C: 1.235 -1.537 3.832
Mn: 0.461 0.372 0.203
C: 3.701 0.062 -2.575
H: -1.196 0.519 -3.114
H: 0.726 3.144 -1.043
F: 2.953 2.177 -5.421
H: -2.973 0.219 -1.553
H: -1.133 -2.177 2.033
C: -0.051 2.213 0.762
F: 4.659 -1.126 4.966

---

Q: Number 6 is which compound?
A: C2H2N2O4